No. 1
Density functional theory data (ωB97M-V with the def2-TZVPD basis set) for 2 unconnected molecules or ions with the total composition C5H10O2.

```
! wB97M-V def2-TZVPD RIJCOSX def2/J DEFGRID3
* xyz 0 1
C 0.508 2.720 -0.686
C -0.140 1.426 -0.164
C -0.171 0.111 -0.393
O 0.947 -0.545 -0.764
C -1.459 -0.662 -0.457
C -2.279 -0.844 0.589
H 1.156 3.087 0.098
H 1.049 2.663 -1.629
H -0.322 3.415 -0.761
H -1.158 1.739 0.135
H 1.003 -1.493 -0.691
H -1.534 -1.247 -1.375
H -2.460 -0.042 1.301
H -2.994 -1.648 0.512
H 1.101 -1.458 1.908
H 2.497 -1.975 2.074
O 1.824 -1.830 1.411
*
```

Calculated values
- electronic energy (eV) = -9439.5148
- SMILES = C=C/C(O)=C/C.O
- HOMO level (hartree) = -0.29335


No. 2
Density functional theory data (ωB97M-V with the def2-TZVPD basis set) for a molecular structure, C5H10O2.

```
! wB97M-V def2-TZVPD RIJCOSX def2/J DEFGRID3
* xyz 0 1
C 1.876 0.341 0.330
O 1.696 -0.833 -0.392
C 0.340 -1.237 -0.297
C -0.505 -0.002 -0.597
C -1.993 -0.227 -0.343
C 0.044 1.088 0.319
O -0.320 1.096 1.596
H 0.909 0.713 1.225
H 2.482 1.071 -0.213
H 2.361 0.144 1.312
H 0.111 -1.604 0.717
H 0.186 -2.045 -1.015
H -0.324 0.285 -1.640
H -2.584 0.653 -0.617
H -2.354 -1.074 -0.936
H -2.164 -0.429 0.718
H 0.238 2.060 -0.168
*
```

Calculated values
- electronic energy (eV) = -9437.9065
- HOMO level (hartree) = -0.33336


What are the strongest force on any atom values for these records? In order: 2.92, 0.36 eV/A.
What are the gap between HOMO and LUMO values for these records? In order: 8.734, 9.991 eV.
What are the energy relative to the best compared isomer or geometry (same formula, charge and spin) values for these records? In order: 81.36, 118.45 kcal per mole.